The following is a quantum chemistry calculation of C26H31FN4O4 in the gas phase, from the OMol25 dataset.

Calculated values
- ΔE to the lowest compared entry with this formula, charge and spin: 22.53 kcal/mol
- E_LUMO: 0.220 eV
- Strongest force on any atom: 0.771 eV Å⁻¹
- HOMO: -0.2906 Ha
- Structure (SMILES): CCN(CC)CCCN(Cc1cc2cc3c(cc2[nH]c1=O)OCCO3)C(=O)Nc1ccc(F)cc1
- E_tot: -44334.526 eV

Geometry as ORCA input:
```
! wB97M-V def2-TZVPD RIJCOSX def2/J DEFGRID3
* xyz 0 1
C -0.386 1.114 3.046
H 0.575 1.128 2.539
H -0.515 2.056 3.575
H -0.373 0.312 3.780
C -1.529 0.866 2.056
N -1.767 1.906 1.057
C -0.563 2.205 0.289
C -0.841 2.863 -1.063
H -1.329 3.830 -0.934
H 0.119 3.047 -1.544
C -1.714 2.018 -1.999
N -1.232 0.670 -2.181
C -1.811 -0.456 -1.668
O -1.447 -1.569 -2.006
N -2.820 -0.223 -0.754
C -3.724 -1.160 -0.268
C -4.555 -0.778 0.786
C -5.504 -1.644 1.294
C -5.623 -2.903 0.736
C -4.819 -3.306 -0.313
C -3.872 -2.435 -0.816
H -3.235 -2.741 -1.628
H -4.937 -4.294 -0.730
F -6.551 -3.758 1.231
H -6.148 -1.352 2.108
H -4.457 0.211 1.204
H -2.761 0.643 -0.221
C -0.064 0.491 -3.029
C 1.221 0.539 -2.243
C 1.518 -0.386 -1.301
C 2.714 -0.317 -0.528
C 3.029 -1.237 0.475
C 4.204 -1.133 1.190
C 5.115 -0.102 0.888
C 4.804 0.833 -0.083
C 3.609 0.741 -0.789
N 3.279 1.654 -1.753
C 2.129 1.650 -2.512
O 1.933 2.539 -3.325
H 3.927 2.410 -1.942
H 5.511 1.622 -0.286
O 6.316 0.011 1.527
C 6.684 -1.141 2.257
C 5.490 -1.659 3.056
H 5.754 -2.545 3.634
O 4.452 -2.046 2.182
H 5.136 -0.869 3.732
H 7.503 -0.843 2.912
H 7.027 -1.924 1.568
H 2.350 -2.043 0.704
H 0.836 -1.205 -1.126
H -0.159 -0.485 -3.512
H -0.044 1.280 -3.784
H -2.742 1.991 -1.638
H -1.724 2.506 -2.981
H -0.051 1.257 0.109
H 0.125 2.857 0.851
C -2.395 3.100 1.617
C -3.908 2.947 1.740
H -4.342 2.681 0.779
H -4.344 3.889 2.066
H -4.173 2.186 2.470
H -2.191 3.938 0.949
H -1.975 3.358 2.599
H -1.326 -0.066 1.521
H -2.457 0.731 2.615
*
```

Atom charges from the natural (NBO) analysis, given in e for atoms 1 to 6:
1 C -0.636
2 H 0.209
3 H 0.202
4 H 0.219
5 C -0.216
6 N -0.486